## 1
DFT (ωB97M-V/def2-TZVPD) results for 2 unconnected molecules or ions with the total composition C2H3NO2S.

Values from the calculation:
- LUMO (alpha / beta) (eV) = -1.489 / -2.191
- HOMO-LUMO gap (alpha / beta) (Eh) = 0.290 / 0.247
- spin multiplicity = 1
- total charge = 0

Last column: natural (NBO) charge in e.
Geometry (Å):
C: 0.9245 -0.8284 0.8091  -0.3291
C: 1.5139 -0.4386 -0.3149  -0.4072
N: -2.0367 1.0198 -0.2984  0.5380
O: -2.4025 2.0198 -0.7863  -0.2574
O: -2.5357 0.2471 0.4610  -0.2952
S: 0.6210 0.3060 -1.6418  0.0735
H: 1.5602 -1.0897 1.6943  0.2223
H: -0.2117 -0.8732 0.6993  0.2323
H: 2.5670 -0.3628 -0.6222  0.2230

## 2
DFT (ωB97M-V/def2-TZVPD) results for a molecular structure, C2H3NO2S.

Values from the calculation:
- LUMO (eV) = -1.143
- HOMO-LUMO gap (Eh) = 0.300
- spin multiplicity = 1
- total charge = 0

Last column: natural (NBO) charge in e.
Geometry (Å):
C: -0.4071 0.7174 -0.1344  -0.0700
C: 0.6867 -0.0424 -0.7043  0.6921
H: -1.6890 0.5957 1.4320  0.4026
H: -0.8925 -1.0315 1.0214  0.4340
H: 1.7078 -1.4641 -0.4708  0.5294
N: -0.8783 0.0761 1.0727  -0.7861
O: 0.4407 -1.3693 -0.4275  -0.6934
O: 1.8200 0.2905 -1.1920  -0.5599
S: -0.7885 2.2276 -0.5970  0.0512

## 3
DFT (ωB97M-V/def2-TZVPD) results for a single C2H3NO2S molecule.

Values from the calculation:
- LUMO (eV) = -0.285
- HOMO-LUMO gap (Eh) = 0.319
- spin multiplicity = 1
- total charge = 0

Last column: natural (NBO) charge in e.
Geometry (Å):
O: -1.7549 1.1974 -0.1996  -0.6133
N: -2.2447 -0.0796 0.2961  -0.1359
C: -1.3380 -1.0063 -0.0321  0.3141
O: -0.0101 -0.9263 -0.3324  -0.4836
C: 0.6986 0.0160 0.1975  0.0647
S: 2.3774 0.2289 0.0177  -0.0677
H: -2.5969 1.8007 -0.3101  0.4970
H: -1.7014 -1.9794 0.4016  0.2026
H: -0.0708 0.8461 0.8157  0.2221

## 4
DFT (ωB97M-V/def2-TZVPD) results for a single C2H3NO2S molecule.

Values from the calculation:
- LUMO (eV) = -0.666
- HOMO-LUMO gap (Eh) = 0.336
- spin multiplicity = 1
- total charge = 0

Last column: natural (NBO) charge in e.
Geometry (Å):
O: -1.8332 0.2564 -1.5948  -0.5117
C: -0.9512 0.6460 -0.8436  0.5191
N: -0.1397 -0.1403 -0.0842  -0.1609
O: -0.4412 -1.5014 -0.1871  -0.5026
C: 0.8869 0.3021 0.7061  -0.1219
S: 1.8202 -0.7064 1.5828  -0.0610
H: -0.6612 1.7023 -0.6660  0.1231
H: 0.2550 -1.9355 0.3783  0.4904
H: 1.0646 1.3767 0.7083  0.2255

Energies relative to the most stable structure are 1 87.2; 2 2.9; 3 52.9; 4 0.0, reported in kcal/mol.

## 1
DFT (ωB97M-V/def2-TZVPD) results for a gas-phase ion, C6H12N3 (charge +1).

Values from the calculation:
- LUMO (eV) = -4.314
- HOMO-LUMO gap (Eh) = 0.386
- spin multiplicity = 1
- total charge = +1

Last column: natural (NBO) charge in e.
Geometry (Å):
C: 0.0467 1.6216 -0.5937  -0.6209
C: -0.3336 0.2066 -0.0841  0.1532
C: -0.4623 0.0903 1.4783  -0.5892
C: -1.4576 -0.2188 -1.0210  -0.6202
N: 0.8569 -0.6612 -0.3405  -0.1561
C: 1.0738 -1.9534 -0.5557  0.0632
C: 2.4468 -2.2440 -0.4159  -0.1040
N: 3.1058 -1.1753 -0.1206  -0.0575
N: 2.3579 -0.2220 0.0231  -0.1215
H: 0.9551 2.0516 -0.1941  0.2013
H: 0.1179 1.6668 -1.7093  0.2411
H: -0.8830 2.1431 -0.3521  0.2474
H: -0.3239 -0.9175 1.8637  0.2292
H: 0.3464 0.6465 1.9107  0.2132
H: -1.3592 0.4835 1.6854  0.2289
H: -1.9569 0.6751 -1.2411  0.2372
H: -0.9810 -0.4373 -1.8707  0.2187
H: -2.1881 -0.9742 -0.7710  0.2442
H: 0.4339 -2.7098 -0.9572  0.2725
H: 2.9373 -3.1951 -0.4751  0.2574
H: 2.4343 0.8163 0.1879  0.4619

## 2
DFT (ωB97M-V/def2-TZVPD) results for 2 unconnected molecules or ions with the total composition C6H12N3.

Values from the calculation:
- LUMO (eV) = -3.436
- HOMO-LUMO gap (Eh) = 0.306
- spin multiplicity = 1
- total charge = +1

Last column: natural (NBO) charge in e.
Geometry (Å):
C: 1.5608 0.4162 -0.8374  0.3779
C: -1.4624 -1.8338 -0.7260  0.6370
C: 2.8425 0.2149 -0.5433  -0.3378
C: -0.8156 0.5862 -1.1237  -0.1930
C: -1.7020 -3.2019 -0.5676  -0.7584
C: 3.3905 0.6356 0.8057  -0.6329
N: -1.2897 -0.7104 -0.8421  -0.1922
N: 0.5518 0.8688 -1.3331  -0.4221
N: -1.2715 2.6014 0.9033  -1.0390
H: 3.3657 -0.4202 -1.2071  0.2466
H: -1.3580 0.9406 -1.9223  0.2346
H: -1.0492 1.3442 -0.2648  0.3325
H: -1.6471 -3.4673 0.4939  0.3027
H: -1.0067 -3.8481 -0.9948  0.3020
H: -2.7727 -3.3278 -1.0171  0.3102
H: 4.0706 -0.2000 1.2623  0.2430
H: 2.4854 0.9019 1.4338  0.2134
H: 4.0602 1.6159 0.7070  0.2377
H: -1.9707 2.5091 1.5681  0.3789
H: -1.3466 3.5468 0.5180  0.3877
H: -0.3963 2.5681 1.3033  0.3713

## 3
DFT (ωB97M-V/def2-TZVPD) results for a gas-phase ion, C6H12N3 (charge +1).

Values from the calculation:
- LUMO (eV) = -3.755
- HOMO-LUMO gap (Eh) = 0.374
- spin multiplicity = 1
- total charge = +1

Last column: natural (NBO) charge in e.
Geometry (Å):
C: 1.4472 -2.4216 0.3649  0.2763
N: 1.0089 -1.5163 -0.2496  0.0114
N: 0.4271 -0.5006 -0.6727  -0.1670
C: -1.0187 -0.4816 -0.7766  -0.2631
C: -1.6491 -0.0999 0.5580  -0.4230
C: -3.0158 0.6569 0.3463  -0.6043
C: 1.3404 0.7108 -0.8417  -0.0626
N: 2.5096 0.2483 -0.1193  -0.4698
C: 3.2358 0.9321 0.6734  0.0336
H: 1.8435 -3.3960 0.3604  0.2726
H: -1.4726 -1.5368 -0.9998  0.2482
H: -1.4229 0.1213 -1.6891  0.2556
H: -1.7793 -0.9703 1.2527  0.2228
H: -0.9136 0.5882 1.1938  0.2033
H: -3.5308 0.9956 1.2757  0.2396
H: -2.6732 1.5951 -0.0968  0.2067
H: -3.6759 0.1302 -0.2588  0.2149
H: 0.8394 1.5814 -0.4581  0.2080
H: 1.5256 0.8416 -1.9278  0.2339
H: 4.0876 0.5724 1.2052  0.2072
H: 2.8868 1.9493 0.8599  0.1557

Energies relative to the most stable structure are 1 0.0; 2 13.2; 3 43.2, reported in kcal/mol.

## 1
DFT (ωB97M-V/def2-TZVPD) results for a gas-phase ion, C6H12N3 (charge +1).

Values from the calculation:
- LUMO (alpha / beta) (eV) = -4.510 / -4.511
- HOMO-LUMO gap (alpha / beta) (Eh) = 0.269 / 0.268
- spin multiplicity = 1
- total charge = +1

Last column: natural (NBO) charge in e.
Geometry (Å):
C: -2.2228 1.4354 0.8139  -0.6593
C: -1.0185 0.5682 0.5659  -0.2190
C: -1.0339 -0.7085 -0.0066  0.1624
C: -2.0428 -1.2388 -1.0235  -0.6711
N: 0.0023 -1.4876 0.1370  -0.3847
C: 1.2280 -1.7279 0.2861  0.2799
N: 2.2767 -0.7239 0.1322  -0.5587
C: 2.0603 0.5333 -0.2204  0.3831
N: 3.0877 1.3347 -0.3567  -0.7208
H: -2.0332 2.5228 0.9029  0.2348
H: -2.8499 1.0753 1.6030  0.2406
H: -2.9088 1.2798 -0.0808  0.2232
H: -0.2037 0.7926 1.1965  0.1765
H: -2.9025 -1.8859 -0.6919  0.2536
H: -1.5812 -1.8738 -1.8019  0.2359
H: -2.5542 -0.5185 -1.6341  0.2376
H: 1.6498 -2.6446 0.6674  0.2049
H: 3.2345 -0.9453 0.6111  0.4229
H: 0.9788 0.6445 -0.6046  0.2835
H: 3.8620 1.2877 0.2985  0.4284
H: 2.9714 2.2805 -0.7940  0.4465

## 2
DFT (ωB97M-V/def2-TZVPD) results for a gas-phase ion, C6H12N3 (charge +1).

Values from the calculation:
- LUMO (eV) = -3.573
- HOMO-LUMO gap (Eh) = 0.412
- spin multiplicity = 1
- total charge = +1

Last column: natural (NBO) charge in e.
Geometry (Å):
C: 1.3354 -1.4684 -0.0622  -0.5843
C: -0.0663 -1.0177 0.2004  -0.3172
C: -1.0317 -2.0389 -0.5211  -0.5864
C: -0.0457 0.2765 -0.3767  0.4995
N: -0.0590 0.7810 -1.6844  -0.3038
N: -0.0608 2.0838 -1.7289  -0.1724
C: -0.2383 2.4469 -0.4949  0.1784
N: -0.1943 1.3981 0.3741  -0.3093
C: -0.2280 1.4791 1.7761  -0.4528
H: 1.4654 -2.5665 0.1700  0.2491
H: 2.1228 -1.0366 0.4761  0.2290
H: 1.5501 -1.2501 -1.1684  0.1961
H: -0.1243 -0.8525 1.2492  0.2471
H: -0.8364 -2.1103 -1.5611  0.2204
H: -2.0183 -1.6427 -0.3141  0.2233
H: -1.0953 -3.0417 -0.2363  0.2496
H: 0.3218 0.3425 -2.4970  0.4424
H: -0.1888 3.4759 -0.2742  0.2445
H: -0.9176 0.8835 2.3034  0.2452
H: 0.7525 1.3154 2.2393  0.2420
H: -0.4433 2.5427 2.1308  0.2597

Energies relative to the most stable structure are 1 26.2; 2 0.0, reported in kcal/mol.